(1)
# C25H64BFO12PS

A 6-piece molecular cluster, C25H64BFO12PS overall (ωB97M-V with the def2-TZVPD basis set, the OMol25 dataset).

Frontier orbital gap, eV: 6.51
Total charge: +1
Total energy, Eh: -2757.68631

Cartesian coordinates (Å):
C1 4.95 5.63 0.45
P1 3.74 4.26 0.37
C2 4.35 3.20 -0.99
S1 2.12 5.38 -0.59
C3 0.85 4.11 -0.90
C4 -0.51 4.56 -0.36
C5 -1.36 5.22 -1.42
F1 -1.54 4.36 -2.47
B1 2.67 5.96 -2.35
O1 2.45 7.26 -2.62
O2 3.21 5.10 -3.21
H1 4.57 6.55 0.00
H2 5.87 5.37 -0.08
H3 5.17 5.84 1.49
H4 4.69 2.26 -0.57
H5 3.56 3.01 -1.71
H6 5.19 3.67 -1.51
H7 0.81 3.90 -1.96
H8 1.19 3.22 -0.38
H9 -0.39 5.27 0.45
H10 -1.03 3.68 0.01
H11 -2.32 5.49 -0.99
H12 -0.90 6.13 -1.81
H13 1.53 7.49 -2.79
H14 4.06 4.70 -3.00
C6 -4.71 -0.55 -1.08
O3 -5.09 -0.18 0.24
C7 -4.06 -0.34 1.20
C8 -3.42 0.99 1.54
O4 -2.72 1.55 0.43
C9 -3.44 2.56 -0.24
H15 -5.50 -0.20 -1.75
H16 -3.76 -0.09 -1.37
H17 -4.63 -1.63 -1.17
H18 -3.30 -1.05 0.84
H19 -4.51 -0.75 2.10
H20 -2.68 0.83 2.33
H21 -4.17 1.69 1.91
H22 -3.46 3.48 0.36
H23 -4.46 2.27 -0.48
H24 -2.91 2.76 -1.18
C10 5.42 -0.68 -2.69
O5 4.27 0.15 -2.59
C11 3.76 0.56 -3.85
C12 2.57 -0.27 -4.28
O6 2.93 -1.61 -4.51
C13 2.58 -2.50 -3.45
H25 5.59 -1.12 -1.71
H26 5.27 -1.48 -3.42
H27 6.30 -0.09 -2.97
H28 4.54 0.51 -4.61
H29 3.45 1.61 -3.75
H30 2.18 0.14 -5.22
H31 1.77 -0.20 -3.53
H32 1.50 -2.68 -3.44
H33 2.90 -2.11 -2.48
H34 3.09 -3.44 -3.64
C14 4.94 -6.92 -5.20
O7 3.78 -6.12 -5.07
C15 3.26 -5.67 -6.31
C16 2.08 -6.50 -6.76
O8 2.44 -7.84 -7.04
C17 2.11 -8.75 -6.01
H35 5.13 -7.39 -4.24
H36 4.82 -7.69 -5.96
H37 5.81 -6.30 -5.46
H38 4.04 -5.69 -7.08
H39 2.94 -4.63 -6.18
H40 1.68 -6.06 -7.68
H41 1.29 -6.46 -6.00
H42 1.03 -8.92 -5.97
H43 2.46 -8.39 -5.03
H44 2.61 -9.69 -6.24
C18 -5.32 0.21 4.69
O9 -5.37 -1.17 4.38
C19 -4.94 -2.00 5.45
C20 -6.11 -2.60 6.21
O10 -6.88 -1.61 6.86
C21 -8.07 -1.26 6.18
H45 -5.87 0.75 3.92
H46 -5.78 0.42 5.66
H47 -4.28 0.56 4.71
H48 -4.31 -1.43 6.14
H49 -4.35 -2.81 5.03
H50 -5.72 -3.28 6.97
H51 -6.74 -3.18 5.52
H52 -8.81 -2.06 6.27
H53 -7.89 -1.05 5.12
H54 -8.47 -0.36 6.65
C22 -0.79 2.40 4.40
O11 -1.33 1.17 4.83
C23 -0.59 0.05 4.38
C24 0.32 -0.50 5.46
O12 1.33 0.42 5.82
C25 1.06 1.11 7.03
H55 -1.28 3.20 4.96
H56 0.29 2.45 4.58
H57 -0.99 2.56 3.33
H58 0.01 0.31 3.50
H59 -1.30 -0.73 4.09
H60 0.81 -1.40 5.08
H61 -0.28 -0.79 6.33
H62 1.19 0.45 7.89
H63 0.05 1.53 7.04
H64 1.78 1.93 7.10

=====

(2)
# C25H64FeO11

C25H64FeO11 as an isolated structure (ωB97M-V with the def2-TZVPD basis set, the OMol25 dataset).

2S+1: 5
Frontier orbital gap (alpha / beta), eV: 7.38 / 7.20
Energy relative to the best compared isomer or geometry (same formula, charge and spin), kcal per mole: 171.83
<S²>: 6.02
Total energy, Eh: -3081.96910

Cartesian coordinates (Å):
Fe1 -0.52 1.63 0.74
C1 0.32 -0.17 -0.36
O1 0.65 0.92 -0.84
O2 0.60 -0.12 0.86
O3 -0.86 -0.03 -0.28
C2 -1.64 -2.62 4.60
C3 -0.91 -2.63 3.29
C4 -1.43 -3.50 2.15
O4 -0.99 -1.29 2.83
H1 -1.65 -3.56 5.15
H2 -2.73 -2.54 4.53
H3 -1.16 -1.91 5.28
H4 0.12 -2.84 3.55
H5 -2.51 -3.40 2.14
H6 -1.20 -4.55 2.31
H7 -1.10 -3.11 1.19
H8 -0.34 -1.25 2.12
C5 5.22 0.31 -3.18
C6 4.02 1.03 -2.54
C7 3.88 2.43 -3.09
O5 2.80 0.29 -2.58
H9 5.04 -0.18 -4.14
H10 5.57 -0.33 -2.37
H11 6.10 0.96 -3.21
H12 4.16 1.25 -1.48
H13 4.77 2.96 -2.75
H14 2.99 2.88 -2.65
H15 3.64 2.35 -4.15
H16 2.15 0.63 -1.97
C8 5.11 0.95 2.62
C9 3.95 0.38 1.83
C10 3.94 -1.08 1.76
O6 2.73 0.80 2.46
H17 5.24 2.02 2.49
H18 6.10 0.56 2.38
H19 5.00 0.78 3.69
H20 3.98 0.80 0.83
H21 4.87 -1.39 1.29
H22 3.11 -1.54 1.24
H23 3.99 -1.28 2.83
H24 2.01 0.40 1.97
C11 -3.98 3.93 -0.72
C12 -3.54 2.91 0.32
C13 -4.46 1.70 0.35
O7 -2.24 2.50 -0.18
H25 -5.03 4.18 -0.56
H26 -3.95 3.52 -1.73
H27 -3.39 4.85 -0.80
H28 -3.47 3.20 1.37
H29 -5.52 1.94 0.45
H30 -4.15 1.03 1.14
H31 -4.36 1.21 -0.62
H32 -2.45 2.02 -0.98
C14 0.53 1.73 -4.32
C15 -0.22 2.90 -3.69
C16 -1.69 2.49 -3.52
O8 0.36 3.17 -2.43
H33 0.48 0.93 -3.57
H34 1.58 1.97 -4.46
H35 -0.07 1.41 -5.17
H36 -0.23 3.79 -4.32
H37 -1.76 1.54 -2.99
H38 -2.21 2.48 -4.48
H39 -2.33 3.23 -3.02
H40 0.65 2.31 -2.10
C17 -3.07 1.33 4.35
C18 -1.85 2.07 3.87
C19 -0.75 1.90 4.88
O9 -1.51 1.46 2.62
H41 -3.39 1.43 5.39
H42 -3.00 0.25 4.22
H43 -3.95 1.51 3.74
H44 -2.06 3.14 3.79
H45 0.23 2.14 4.48
H46 -0.62 0.85 5.14
H47 -0.75 2.62 5.71
H48 -1.31 0.53 2.79
C20 -3.31 -3.12 -1.58
C21 -4.27 -2.08 -1.20
C22 -4.56 -2.06 0.28
O10 -3.65 -0.82 -1.45
H49 -3.43 -4.02 -0.99
H50 -2.26 -2.91 -1.38
H51 -3.41 -3.53 -2.59
H52 -5.19 -2.22 -1.77
H53 -4.43 -3.04 0.75
H54 -5.56 -1.64 0.42
H55 -3.82 -1.45 0.80
H56 -2.85 -0.86 -0.92
C23 1.93 -3.16 -1.36
C24 3.35 -3.37 -1.81
C25 3.37 -3.35 -3.28
O11 4.08 -2.13 -1.47
H57 1.50 -4.16 -1.33
H58 1.30 -2.48 -1.93
H59 1.74 -2.86 -0.33
H60 3.84 -4.29 -1.49
H61 4.42 -3.40 -3.59
H62 2.87 -2.47 -3.67
H63 3.03 -4.33 -3.62
H64 3.76 -1.42 -2.02

=====

> Look up the total energy of the first one.

-2757.68631 Eh

=====

> What is the formula in the second record?

C25H64FeO11

=====

> Look up the total energy of the second one.

-3081.96910 Eh